C23H61CuO22S7 as an isolated structure, computed with the ωB97M-V functional and the def2-TZVPD basis.

Geometry as XYZ:
```
114
Properties=species:S:1:pos:R:3:mulliken_spin:R:1
Cu -5.2510 6.6574 2.3422 0.00
C -1.1793 1.7674 0.9774 0.00
C -2.1581 2.4222 1.9389 -0.02
O -2.3931 3.8177 1.8357 0.89
H -1.4320 1.9706 -0.0632 0.00
H -1.2151 0.6897 1.1365 0.00
H -0.2138 2.1905 1.2546 0.00
H -1.8449 2.1490 2.9465 0.06
H -3.0092 1.7591 1.7839 0.06
O 6.7019 3.8567 7.8900 0.00
S 6.3671 2.5109 7.3812 0.00
O 5.0238 1.9675 7.6285 0.00
O 6.7407 2.4546 5.8142 0.00
C 6.1811 1.4390 4.9210 0.00
C 4.6994 1.6963 4.5629 0.00
C 7.6310 1.2510 7.8764 0.00
H 6.3824 0.4073 5.2093 0.00
H 6.7919 1.5666 4.0274 0.00
H 4.4066 0.9268 3.8486 0.00
H 4.5164 2.6838 4.1393 0.00
H 4.0265 1.6333 5.4181 0.00
H 7.0487 0.3345 7.9719 0.00
H 8.0112 1.4801 8.8719 0.00
H 8.4952 1.2415 7.2121 0.00
O 2.0074 -3.7701 3.4703 0.00
S 2.0844 -4.9664 4.3136 0.00
O 0.9228 -5.5633 4.9374 0.00
O 2.8772 -6.2406 3.4433 0.00
C 2.8996 -7.5499 3.9320 0.00
C 3.6432 -8.3211 2.8008 0.00
C 3.4268 -4.6433 5.5768 0.00
H 2.0434 -8.1357 4.2664 0.00
H 3.5903 -7.5315 4.7749 0.00
H 3.3638 -7.9566 1.8123 0.00
H 3.6819 -9.4017 2.9377 0.00
H 4.6729 -7.9898 2.9360 0.00
H 3.1229 -3.8312 6.2373 0.00
H 4.3735 -4.5256 5.0496 0.00
H 3.4666 -5.4863 6.2667 0.00
O -3.4340 -4.0369 -0.8456 0.00
S -3.8288 -3.7088 -2.2436 0.00
O -3.5398 -2.4727 -2.9553 0.00
O -3.2652 -4.9298 -3.3040 0.00
C -3.3338 -4.7079 -4.6707 0.00
C -4.4526 -5.6136 -5.2624 0.00
C -5.6482 -4.0709 -2.3435 0.00
H -2.3955 -5.0394 -5.1155 0.00
H -3.4134 -3.6782 -5.0192 0.00
H -4.2726 -5.8734 -6.3056 0.00
H -5.4095 -5.0947 -5.2063 0.00
H -4.5314 -6.5266 -4.6722 0.00
H -6.1976 -3.6609 -1.4960 0.00
H -5.7335 -5.1550 -2.2684 0.00
H -6.0578 -3.5481 -3.2078 0.00
O 1.4960 10.3960 -1.6052 0.00
S 0.1558 9.7710 -1.6597 0.00
O -0.7031 9.7821 -0.4658 0.00
O -0.6238 10.5374 -2.9468 0.00
C 0.0683 10.6480 -4.1683 0.00
C -0.9742 10.9155 -5.2928 0.00
C 0.2010 8.0152 -2.2874 0.00
H 0.6537 9.7532 -4.3796 0.00
H 0.7346 11.5040 -4.0613 0.00
H -0.3783 11.1267 -6.1807 0.00
H -1.6816 11.7180 -5.0839 0.00
H -1.5478 9.9987 -5.4286 0.00
H 0.9092 7.9160 -3.1100 0.00
H -0.8006 7.7893 -2.6533 0.00
H 0.4464 7.3106 -1.4928 0.00
O -6.7951 -4.6521 4.9101 0.00
S -7.2682 -3.5413 5.7349 0.00
O -8.2552 -3.6952 6.7860 0.00
O -5.9839 -2.7759 6.3925 0.00
C -4.9072 -2.3909 5.5048 0.00
C -3.7967 -1.6772 6.3017 0.00
C -7.9440 -2.1590 4.6497 0.00
H -5.2172 -1.7058 4.7157 0.00
H -4.5607 -3.2887 4.9930 0.00
H -3.4508 -2.3275 7.1052 0.00
H -4.1464 -0.7825 6.8168 0.00
H -2.9004 -1.3148 5.7982 0.00
H -7.8836 -1.1845 5.1343 0.00
H -8.9412 -2.4606 4.3292 0.00
H -7.2896 -2.1585 3.7780 0.00
O 1.5749 4.8532 -6.3609 0.00
S 1.3775 4.5751 -7.7476 0.00
O 2.2704 3.6684 -8.5481 0.00
O -0.1782 3.9940 -7.8799 0.00
C -1.1162 4.4594 -6.9400 0.00
C -1.8521 3.3982 -6.0499 0.00
C 1.1403 6.0567 -8.8161 0.00
H -1.7568 4.9391 -7.6800 0.00
H -0.7822 5.3469 -6.4025 0.00
H -2.1982 2.5758 -6.6760 0.00
H -2.7658 3.6414 -5.5076 0.00
H -1.1266 3.0705 -5.3053 0.00
H 2.1575 6.3769 -9.0416 0.00
H 0.4628 6.7329 -8.2948 0.00
H 0.6635 5.6246 -9.6958 0.00
O 3.6565 -6.3811 -4.1920 0.00
S 3.2973 -5.7266 -2.9292 0.00
O 4.3241 -5.7448 -1.8710 0.00
O 2.7809 -4.1619 -3.2112 0.00
C 2.8496 -3.3544 -2.0555 0.00
C 2.5076 -1.8651 -2.3342 0.00
C 1.6957 -6.4835 -2.3692 0.00
H 3.7708 -3.4145 -1.4761 0.00
H 2.1065 -3.6230 -1.3046 0.00
H 3.0099 -1.4789 -3.2211 0.00
H 2.8183 -1.3124 -1.4476 0.00
H 1.4218 -1.8370 -2.4245 0.00
H 1.8716 -7.5477 -2.2124 0.00
H 1.1609 -6.4249 -3.3171 0.00
H 1.2523 -5.8677 -1.5867 0.00
```

Its expectation value of S² is 0.75. The charge is +1. Its relative energy (zero: lowest compared OMol25 entry of this formula, charge and spin) is 969.8 kJ/mol. The value obtained for the LUMO energy (spin up / spin down) is -7.7 / -7.6 eV. The total energy comes out at -6995.27420 hartree. The spin multiplicity is 2. The largest force on an atom is 4.5 eV/A. Its highest occupied orbital energy (spin up / spin down) is -12.100 / -12.100 eV.


A 8-piece molecular cluster, C23H62N2O11P overall, computed with the ωB97M-V functional and the def2-TZVPD basis.

Geometry as XYZ:
```
99
Properties=species:S:1:pos:R:3:lowdin_charge:R:1
N -1.3011 -2.2432 -2.2179 -0.17
P -1.4800 -0.9841 -1.3232 0.36
O -3.0022 -0.6885 -0.9134 -0.15
O -1.0160 0.3477 -2.0740 -0.16
N -0.6263 -0.9449 0.0991 -0.10
C -1.0998 -1.9696 1.0705 -0.19
C -0.4230 -1.7803 2.4467 -0.74
O -0.7410 -0.7581 3.0748 -0.06
O 0.3711 -2.6966 2.7895 -0.09
H -2.1704 -2.7179 -2.4189 -0.04
H -3.0352 0.1467 -0.4254 0.08
H -0.5762 0.0792 -2.8950 0.04
H 0.3271 -1.1898 -0.1550 0.10
H -0.8999 -2.9673 0.6847 0.10
H -2.1712 -1.8644 1.2167 0.10
C 1.6261 -2.8562 6.2653 -0.06
C 1.0696 -4.2105 6.6610 -0.50
C 1.8913 -5.3414 6.0584 -0.06
O -0.2874 -4.3093 6.2350 -0.06
H 1.5831 -2.7633 5.1753 0.07
H 1.0228 -2.0514 6.6863 0.07
H 2.6610 -2.7264 6.5932 0.08
H 1.0547 -4.3100 7.7499 0.12
H 1.8724 -5.2758 4.9681 0.08
H 1.4747 -6.3100 6.3407 0.07
H 2.9307 -5.2980 6.3904 0.07
H -0.2991 -4.2055 5.2733 0.09
C 2.1464 0.6595 4.5407 -0.05
C 3.3965 0.5493 3.6918 -0.48
C 3.6662 -0.8994 3.3195 -0.05
O 4.5338 1.1095 4.3736 -0.08
H 2.2685 0.0954 5.4712 0.07
H 1.9465 1.6986 4.8100 0.08
H 1.2832 0.2570 4.0077 0.07
H 3.2781 1.1454 2.7860 0.14
H 3.8297 -1.4959 4.2221 0.07
H 4.5644 -0.9772 2.7028 0.07
H 2.8223 -1.3319 2.7796 0.07
H 4.6558 0.5976 5.1799 0.08
C -0.1053 0.7721 -7.5124 -0.07
C -0.0815 -0.0892 -6.2609 -0.49
C -1.0120 -1.2855 -6.3877 -0.06
O -0.4444 0.6879 -5.1183 -0.06
H -1.1120 1.1582 -7.6871 0.07
H 0.5631 1.6277 -7.4024 0.08
H 0.1931 0.2039 -8.3929 0.08
H 0.9340 -0.4377 -6.0698 0.14
H -2.0426 -0.9468 -6.5319 0.08
H -0.9868 -1.8872 -5.4782 0.07
H -0.7335 -1.9138 -7.2355 0.08
H -1.3429 1.0089 -5.2493 0.09
C -4.1561 1.5831 -10.1931 -0.07
C -2.9966 0.8945 -10.8965 -0.49
C -3.4669 0.0380 -12.0632 -0.07
O -2.2661 0.1023 -9.9606 -0.06
H -4.8488 0.8464 -9.7791 0.08
H -3.7965 2.1852 -9.3653 0.06
H -4.7106 2.2271 -10.8783 0.08
H -2.2916 1.6442 -11.2591 0.14
H -4.1391 -0.7481 -11.7085 0.08
H -2.6203 -0.4474 -12.5499 0.08
H -3.9993 0.6361 -12.8043 0.08
H -2.8619 -0.5705 -9.6139 0.09
C -4.3912 4.5829 -6.4506 -0.06
C -5.4693 4.2714 -7.4777 -0.50
C -6.8364 4.7542 -7.0177 -0.06
O -5.5021 2.8708 -7.7519 -0.07
H -4.6071 4.0747 -5.5070 0.08
H -3.4189 4.2327 -6.7978 0.08
H -4.3256 5.6539 -6.2557 0.08
H -5.2162 4.7472 -8.4267 0.14
H -7.1237 4.2514 -6.0905 0.08
H -7.5948 4.5243 -7.7664 0.08
H -6.8376 5.8302 -6.8389 0.08
H -5.7230 2.4168 -6.9312 0.09
C -1.5337 -2.7357 9.0968 -0.06
C -0.8002 -3.2060 10.3410 -0.50
C -1.7243 -3.9706 11.2780 -0.07
O -0.2130 -2.0996 11.0317 -0.06
H -2.3450 -2.0528 9.3691 0.08
H -0.8612 -2.1944 8.4333 0.07
H -1.9543 -3.5748 8.5434 0.08
H 0.0332 -3.8474 10.0520 0.13
H -2.5417 -3.3255 11.6129 0.08
H -1.1827 -4.3041 12.1643 0.07
H -2.1552 -4.8420 10.7832 0.08
H -0.9288 -1.5113 11.2931 0.08
C 6.7342 3.4718 3.5260 -0.06
C 8.2200 3.5083 3.8382 -0.50
C 8.5010 4.2719 5.1241 -0.07
O 8.9536 4.0891 2.7547 -0.06
H 6.3528 4.4882 3.3827 0.08
H 6.5485 2.9190 2.6062 0.08
H 6.1661 2.9977 4.3239 0.06
H 8.5969 2.4893 3.9324 0.14
H 8.1690 5.3097 5.0283 0.08
H 9.5708 4.2858 5.3370 0.07
H 7.9816 3.8228 5.9714 0.08
H 8.6360 4.9912 2.6453 0.08
```

The charge is -1. The value obtained for the LUMO energy is 1.8 eV. The total energy comes out at -2192.17462 hartree. The spin multiplicity is 1. The largest force on an atom is 0.9 eV/A. Its highest occupied orbital energy is -5.008 eV.